(1)
The following is a quantum chemistry calculation of a molecular structure, C43H35Cl2IN9O2Pb, from the OMol25 dataset.

Geometry (Å):
Pb -0.867 1.092 -0.243
C 1.785 1.652 4.099
C 1.357 2.059 2.847
N 1.253 1.204 1.832
C 1.606 -0.064 2.044
C 1.971 -0.473 3.330
N 2.057 0.374 4.348
C 1.590 -0.999 0.878
C 2.250 -2.207 0.945
C 2.262 -3.048 -0.173
C 1.646 -2.602 -1.319
C 0.998 -1.368 -1.339
N 0.948 -0.603 -0.240
C 0.309 -0.869 -2.546
C 0.543 -1.453 -3.753
N -0.343 -1.227 -4.801
C -1.114 -0.218 -4.729
C -0.996 0.810 -3.622
N -0.583 0.149 -2.388
C 2.889 -4.391 -0.104
C 3.997 -4.640 0.697
C 4.513 -5.925 0.752
N 4.003 -6.953 0.072
C 2.951 -6.706 -0.708
C 2.366 -5.455 -0.828
H 1.897 2.352 4.919
H 1.091 3.093 2.651
H 2.170 -1.514 3.557
H 2.745 -2.513 1.854
H 1.648 -3.216 -2.208
H 1.315 -2.195 -3.911
H -1.904 -0.108 -5.474
H -0.260 1.580 -3.906
H 4.484 -3.846 1.250
H 5.378 -6.144 1.371
H 2.554 -7.553 -1.260
H 1.497 -5.321 -1.462
C -1.690 -1.096 4.198
O -1.727 0.341 4.362
C -1.818 0.839 3.120
N -1.988 0.032 2.145
C -2.196 -1.301 2.764
C -1.600 -2.475 2.030
C -1.590 -2.521 0.639
C -1.146 -3.655 -0.026
C -0.713 -4.761 0.694
C -0.717 -4.723 2.083
C -1.162 -3.587 2.747
C -1.743 2.325 3.022
C -1.841 3.138 4.145
C -1.730 4.508 3.969
C -1.478 5.022 2.705
C -1.383 4.128 1.650
N -1.548 2.821 1.809
C -0.997 4.542 0.269
N -0.916 3.748 -0.723
C -0.414 4.510 -1.876
C -0.238 5.941 -1.303
O -0.648 5.818 0.094
C 0.838 3.901 -2.468
C 1.668 3.053 -1.741
C 2.789 2.484 -2.336
C 3.103 2.782 -3.653
C 2.291 3.649 -4.377
C 1.160 4.196 -3.791
H -2.316 -1.544 4.963
H -0.660 -1.426 4.326
H -3.279 -1.454 2.781
H -1.956 -1.676 0.066
H -1.159 -3.680 -1.111
H -0.390 -5.657 0.177
H -0.383 -5.585 2.650
H -1.174 -3.582 3.834
H -2.001 2.700 5.123
H -1.821 5.172 4.821
H -1.352 6.083 2.533
H -1.183 4.499 -2.650
H -0.885 6.674 -1.775
H 0.789 6.288 -1.329
H 1.465 2.846 -0.694
H 3.411 1.803 -1.764
H 3.979 2.343 -4.117
H 2.535 3.883 -5.406
H 0.505 4.840 -4.371
I -2.710 3.015 -4.858
C -2.346 1.494 -3.403
H -3.169 0.788 -3.475
H -2.398 1.996 -2.440
Cl -4.442 0.029 -0.495
C -5.359 -1.289 -1.259
Cl -4.407 -2.127 -2.484
H -6.222 -0.853 -1.740
H -5.644 -1.991 -0.490

Computed properties:
- energy above the lowest of the compared OMol25 structures with the same formula, charge and spin (eV) = 0.000
- orbital gap (Ha) = 0.2185
- charge = +1
- HOMO energy (hartree) = -0.338

=====

(2)
The following is a quantum chemistry calculation of 7 unconnected molecules or ions with the total composition C43H35F4O27P, from the OMol25 dataset.

Geometry (Å):
C -5.389 1.811 -1.998
C -5.195 2.578 -0.638
P -3.383 2.912 -0.360
C -3.244 3.373 1.443
C -2.978 2.012 2.210
O -2.809 4.160 -1.410
C -1.719 4.795 -0.881
O -1.698 5.959 -0.844
O -0.762 3.930 -0.395
C 0.520 4.451 -0.367
F 0.869 5.131 -1.471
F 1.339 3.366 -0.346
C 0.861 5.246 0.964
F 1.363 4.308 1.843
F -0.231 5.757 1.560
H -5.483 2.573 -2.796
H -6.291 1.173 -1.953
H -4.462 1.220 -2.166
H -5.549 1.921 0.187
H -5.806 3.509 -0.581
H -2.393 4.035 1.696
H -4.155 3.889 1.829
H -3.463 1.199 1.622
H -1.889 1.806 2.137
H -3.328 2.042 3.255
H 1.681 5.971 0.811
O 1.967 0.606 3.353
C 2.770 1.205 4.047
C 2.705 2.646 4.264
C 3.620 3.258 5.021
O 3.586 4.580 5.242
C 4.737 2.498 5.665
O 5.558 3.103 6.331
C 4.789 1.054 5.466
C 3.870 0.442 4.711
O 3.891 -0.882 4.514
H 1.895 3.181 3.791
H 4.353 4.771 5.815
H 5.592 0.514 5.949
H 3.127 -1.073 3.937
O 5.046 0.526 1.849
C 4.753 0.031 0.774
C 3.372 -0.204 0.362
C 3.107 -0.766 -0.823
O 1.852 -0.994 -1.232
C 4.202 -1.174 -1.759
O 3.911 -1.698 -2.817
C 5.582 -0.917 -1.355
C 5.847 -0.352 -0.173
O 7.102 -0.101 0.226
H 2.590 0.093 1.048
H 1.934 -1.405 -2.114
H 6.363 -1.200 -2.047
H 7.021 0.305 1.110
O 0.385 -5.487 -3.357
C -0.241 -4.647 -2.737
C -0.316 -4.631 -1.276
C -1.032 -3.694 -0.645
O -1.118 -3.651 0.693
C -1.777 -2.641 -1.400
O -2.432 -1.816 -0.790
C -1.681 -2.643 -2.858
C -0.964 -3.576 -3.490
O -0.863 -3.593 -4.827
H 0.226 -5.400 -0.743
H -1.691 -2.886 0.894
H -2.210 -1.865 -3.390
H -0.295 -4.359 -5.038
O -8.925 -5.219 -2.754
C -7.712 -5.234 -2.665
C -7.009 -5.796 -1.515
C -5.673 -5.772 -1.461
O -4.999 -6.282 -0.421
C -4.856 -5.172 -2.562
O -3.643 -5.157 -2.459
C -5.555 -4.631 -3.722
C -6.892 -4.657 -3.780
O -7.560 -4.169 -4.834
H -7.610 -6.225 -0.725
H -4.054 -6.139 -0.623
H -4.950 -4.217 -4.517
H -8.505 -4.308 -4.627
O -4.911 -1.512 -7.228
C -5.128 -2.395 -8.038
C -4.415 -2.497 -9.308
C -4.706 -3.478 -10.169
O -4.068 -3.601 -11.341
C -5.762 -4.496 -9.870
O -6.003 -5.359 -10.694
C -6.459 -4.407 -8.591
C -6.167 -3.428 -7.727
O -6.789 -3.323 -6.542
H -3.656 -1.756 -9.514
H -4.462 -4.383 -11.774
H -7.208 -5.158 -8.379
H -6.398 -2.536 -6.115
O 6.835 4.764 10.489
C 7.832 4.693 9.795
C 7.882 3.921 8.556
C 9.010 3.865 7.840
O 9.088 3.168 6.697
C 10.251 4.578 8.276
O 11.258 4.482 7.600
C 10.194 5.369 9.502
C 9.065 5.428 10.217
O 8.980 6.147 11.345
H 6.980 3.409 8.253
H 10.004 3.287 6.380
H 11.092 5.894 9.798
H 8.067 6.022 11.667

Computed properties:
- orbital gap (Ha) = 0.2378
- HOMO energy (hartree) = -0.302

=====

(3)
The following is a quantum chemistry calculation of a molecular structure, C43H35FP2PtSi, from the OMol25 dataset.

Geometry (Å):
Pt 0.436 0.206 0.991
C 4.120 0.891 0.285
Si 2.499 0.145 -0.177
C 2.636 -1.706 -0.325
C 3.899 -2.296 -0.431
C 4.026 -3.668 -0.605
C 2.895 -4.471 -0.670
C 1.634 -3.902 -0.561
C 1.509 -2.529 -0.359
P -0.130 -1.780 -0.241
C -1.023 -2.348 1.199
C -0.691 -3.487 1.931
C -1.498 -3.868 2.990
C -2.613 -3.109 3.334
C -2.929 -1.956 2.627
C -2.138 -1.574 1.555
C -0.982 -2.401 -1.697
C -0.423 -2.118 -2.947
C -0.963 -2.688 -4.086
C -2.062 -3.536 -3.981
C -2.630 -3.798 -2.744
C -2.104 -3.220 -1.595
C 1.965 0.957 -1.784
C 2.822 0.925 -2.886
C 2.496 1.599 -4.056
C 1.313 2.324 -4.142
C 0.443 2.359 -3.064
C 0.778 1.678 -1.892
P -0.336 1.773 -0.486
C -1.998 1.601 -1.110
C -3.015 2.494 -0.766
C -4.286 2.310 -1.292
C -4.544 1.238 -2.134
C -3.534 0.337 -2.462
C -2.265 0.509 -1.943
C -0.139 3.351 0.317
C 0.710 4.327 -0.206
C 0.836 5.539 0.454
C 0.138 5.771 1.631
C -0.693 4.791 2.165
C -0.826 3.577 1.518
H 4.801 0.748 -0.558
H 4.555 0.434 1.174
H 4.023 1.964 0.460
H 4.792 -1.685 -0.388
H 5.011 -4.108 -0.695
H 2.994 -5.540 -0.805
H 0.752 -4.528 -0.634
H 0.188 -4.066 1.680
H -1.256 -4.759 3.554
H -3.233 -3.420 4.165
H -3.785 -1.359 2.909
H -2.393 -0.689 0.978
H 0.446 -1.470 -3.023
H -0.530 -2.479 -5.055
H -2.476 -3.992 -4.871
H -3.485 -4.456 -2.667
H -2.555 -3.427 -0.633
H 3.750 0.365 -2.839
H 3.168 1.560 -4.903
H 1.068 2.863 -5.047
H -0.483 2.918 -3.129
H -2.813 3.337 -0.120
H -5.074 3.006 -1.041
H -5.537 1.102 -2.541
H -3.738 -0.497 -3.121
H -1.478 -0.185 -2.195
H 1.256 4.147 -1.124
H 1.483 6.305 0.047
H 0.244 6.721 2.138
H -1.228 4.972 3.087
H -1.452 2.800 1.943
F 1.351 1.201 6.994
C 1.095 1.005 5.702
C 1.394 2.012 4.800
C 1.128 1.788 3.461
C 0.550 0.573 3.015
C 0.265 -0.413 3.970
C 0.539 -0.198 5.310
H 1.835 2.936 5.150
H 1.367 2.574 2.759
H -0.188 -1.354 3.679
H 0.320 -0.950 6.057

Computed properties:
- orbital gap (alpha / beta) (Ha) = 0.2230 / 0.2230
- charge = +2
- HOMO energy (alpha / beta) (hartree) = -0.501 / -0.501

=====

Copy entry 3 word for word.
The following is a quantum chemistry calculation of a molecular structure, C43H35FP2PtSi, from the OMol25 dataset.

Geometry (Å):
Pt 0.436 0.206 0.991
C 4.120 0.891 0.285
Si 2.499 0.145 -0.177
C 2.636 -1.706 -0.325
C 3.899 -2.296 -0.431
C 4.026 -3.668 -0.605
C 2.895 -4.471 -0.670
C 1.634 -3.902 -0.561
C 1.509 -2.529 -0.359
P -0.130 -1.780 -0.241
C -1.023 -2.348 1.199
C -0.691 -3.487 1.931
C -1.498 -3.868 2.990
C -2.613 -3.109 3.334
C -2.929 -1.956 2.627
C -2.138 -1.574 1.555
C -0.982 -2.401 -1.697
C -0.423 -2.118 -2.947
C -0.963 -2.688 -4.086
C -2.062 -3.536 -3.981
C -2.630 -3.798 -2.744
C -2.104 -3.220 -1.595
C 1.965 0.957 -1.784
C 2.822 0.925 -2.886
C 2.496 1.599 -4.056
C 1.313 2.324 -4.142
C 0.443 2.359 -3.064
C 0.778 1.678 -1.892
P -0.336 1.773 -0.486
C -1.998 1.601 -1.110
C -3.015 2.494 -0.766
C -4.286 2.310 -1.292
C -4.544 1.238 -2.134
C -3.534 0.337 -2.462
C -2.265 0.509 -1.943
C -0.139 3.351 0.317
C 0.710 4.327 -0.206
C 0.836 5.539 0.454
C 0.138 5.771 1.631
C -0.693 4.791 2.165
C -0.826 3.577 1.518
H 4.801 0.748 -0.558
H 4.555 0.434 1.174
H 4.023 1.964 0.460
H 4.792 -1.685 -0.388
H 5.011 -4.108 -0.695
H 2.994 -5.540 -0.805
H 0.752 -4.528 -0.634
H 0.188 -4.066 1.680
H -1.256 -4.759 3.554
H -3.233 -3.420 4.165
H -3.785 -1.359 2.909
H -2.393 -0.689 0.978
H 0.446 -1.470 -3.023
H -0.530 -2.479 -5.055
H -2.476 -3.992 -4.871
H -3.485 -4.456 -2.667
H -2.555 -3.427 -0.633
H 3.750 0.365 -2.839
H 3.168 1.560 -4.903
H 1.068 2.863 -5.047
H -0.483 2.918 -3.129
H -2.813 3.337 -0.120
H -5.074 3.006 -1.041
H -5.537 1.102 -2.541
H -3.738 -0.497 -3.121
H -1.478 -0.185 -2.195
H 1.256 4.147 -1.124
H 1.483 6.305 0.047
H 0.244 6.721 2.138
H -1.228 4.972 3.087
H -1.452 2.800 1.943
F 1.351 1.201 6.994
C 1.095 1.005 5.702
C 1.394 2.012 4.800
C 1.128 1.788 3.461
C 0.550 0.573 3.015
C 0.265 -0.413 3.970
C 0.539 -0.198 5.310
H 1.835 2.936 5.150
H 1.367 2.574 2.759
H -0.188 -1.354 3.679
H 0.320 -0.950 6.057

Computed properties:
- orbital gap (alpha / beta) (Ha) = 0.2230 / 0.2230
- charge = +2
- HOMO energy (alpha / beta) (hartree) = -0.501 / -0.501